(1)
Density functional theory data (ωB97M-V with the def2-TZVPD basis set) for a single C3H3N3S2 molecule at a distorted geometry.

XYZ file:
```
11
Properties=species:S:1:pos:R:3
S 2.87 0.69 0.30
C 1.15 0.16 0.09
C 0.07 0.16 0.87
C -1.18 -0.06 0.28
S -2.64 0.23 1.11
N -1.28 -0.43 -0.99
N -0.11 -0.71 -1.63
N 1.02 -0.34 -1.19
H 3.17 -0.08 -0.82
H 0.16 0.57 1.97
H -3.23 -0.18 0.01
```

* frontier orbital gap: 9.81 eV
* highest occupied orbital energy: -9.8 eV
* electronic energy: -1076.6732 hartree
* SMILES string: Sc1cc(S)nnn1
* energy above the lowest of the compared OMol25 structures with the same formula, charge and spin: 1.988 eV

Calculated atomic charges, method Mulliken, unit e: atom 1 (S): -0.248, atom 2 (C): 0.264, atom 3 (C): -0.133, atom 4 (C): 0.712, atom 5 (S): -0.239, atom 6 (N): -0.210, atom 7 (N): -0.698, atom 8 (N): -0.076, atom 9 (H): 0.214, atom 10 (H): 0.228, atom 11 (H): 0.187

***

(2)
Density functional theory data (ωB97M-V with the def2-TZVPD basis set) for a molecular structure, C26H27ClNP2RuS at a distorted geometry.

XYZ file:
```
59
Properties=species:S:1:pos:R:3
Ru 0.20 -1.54 -0.27
Cl -1.72 -0.67 -1.94
C -1.93 1.03 -1.64
C -2.76 1.74 -2.49
C -2.95 3.10 -2.27
C -2.32 3.73 -1.20
C -1.52 3.00 -0.34
C -1.30 1.64 -0.56
P -0.27 0.68 0.60
C 1.46 0.85 0.09
C 2.38 0.03 0.77
C 3.74 0.18 0.53
C 4.18 1.13 -0.37
C 3.27 1.94 -1.06
C 1.91 1.79 -0.85
C -0.39 1.52 2.19
C 0.64 2.33 2.66
C 0.49 2.99 3.87
C -0.66 2.82 4.62
C -1.69 2.00 4.16
C -1.55 1.35 2.95
H -3.25 1.23 -3.31
H -3.59 3.65 -2.94
H -2.48 4.78 -1.03
H -1.06 3.49 0.51
H 2.03 -0.64 1.55
H 4.45 -0.43 1.07
H 5.24 1.26 -0.55
H 3.63 2.70 -1.74
H 1.20 2.42 -1.37
H 1.55 2.47 2.09
H 1.29 3.63 4.23
H -0.77 3.33 5.57
H -2.58 1.87 4.75
H -2.35 0.71 2.58
S 0.72 -3.05 1.61
C -1.02 -3.22 1.63
C -1.76 -3.84 2.62
C -3.14 -3.81 2.51
C -3.74 -3.17 1.43
C -2.92 -2.59 0.47
N -1.59 -2.63 0.57
H -1.26 -4.32 3.45
H -3.75 -4.28 3.27
H -4.81 -3.13 1.32
H -3.34 -2.11 -0.40
C 3.24 -1.97 -2.11
P 1.44 -1.88 -2.34
C 1.03 -3.41 -3.23
C 1.21 -0.59 -3.60
H 3.71 -2.20 -3.06
H 3.48 -2.74 -1.38
H 3.62 -1.01 -1.75
H 1.56 -3.42 -4.18
H -0.04 -3.47 -3.41
H 1.34 -4.27 -2.63
H 1.93 -0.77 -4.40
H 1.38 0.41 -3.19
H 0.21 -0.64 -4.02
```

* spin multiplicity: 2
* total charge: +2
* frontier orbital gap (alpha / beta): 6.17 / 6.41 eV
* highest occupied orbital energy (alpha / beta): -13.8 / -14.0 eV
* electronic energy: -2697.1712 hartree
* energy above the lowest of the compared OMol25 structures with the same formula, charge and spin: 1.468 eV

Calculated atomic charges, method Mulliken, unit e: atom 1 (Ru): 0.021, atom 2 (Cl): -0.241, atom 3 (C): 0.682, atom 4 (C): -0.607, atom 5 (C): -0.595, atom 6 (C): -0.833, atom 7 (C): -0.323, atom 8 (C): -0.424, atom 9 (P): 1.934, atom 10 (C): 0.186, atom 11 (C): 0.410, atom 12 (C): -0.982, atom 13 (C): -0.674, atom 14 (C): -0.598, atom 15 (C): -1.148, atom 16 (C): 0.387, atom 17 (C): -0.127, atom 18 (C): -0.751, atom 19 (C): -0.530, atom 20 (C): -0.679, atom 21 (C): -0.438, atom 22 (H): 0.492, atom 23 (H): 0.435, atom 24 (H): 0.448, atom 25 (H): 0.538, atom 26 (H): 0.536, atom 27 (H): 0.485, atom 28 (H): 0.430, atom 29 (H): 0.456, atom 30 (H): 0.521, atom 31 (H): 0.363, atom 32 (H): 0.448, atom 33 (H): 0.420, atom 34 (H): 0.431, atom 35 (H): 0.424, atom 36 (S): -0.295, atom 37 (C): 0.793, atom 38 (C): -0.750, atom 39 (C): -0.190, atom 40 (C): -0.884, atom 41 (C): -0.241, atom 42 (N): -0.187, atom 43 (H): 0.446, atom 44 (H): 0.436, atom 45 (H): 0.459, atom 46 (H): 0.510, atom 47 (C): -1.187, atom 48 (P): 1.021, atom 49 (C): -1.202, atom 50 (C): -1.145, atom 51 (H): 0.479, atom 52 (H): 0.360, atom 53 (H): 0.226, atom 54 (H): 0.446, atom 55 (H): 0.355, atom 56 (H): 0.390, atom 57 (H): 0.469, atom 58 (H): 0.204, atom 59 (H): 0.390

***

(3)
Density functional theory data (ωB97M-V with the def2-TZVPD basis set) for 2 unconnected molecules or ions with the total composition C7H14N2 at a distorted geometry.

XYZ file:
```
23
Properties=species:S:1:pos:R:3
C 3.52 -0.08 0.77
C 2.29 0.50 1.11
C 1.72 1.74 0.77
N 0.35 1.60 1.10
C 0.19 0.44 1.77
N 1.32 -0.24 1.78
H 3.26 -1.30 0.80
H 4.15 0.04 1.65
H 4.21 0.13 0.00
H 2.15 2.62 0.25
H -0.08 2.52 1.25
H -0.77 0.15 2.21
C -1.82 -1.63 -2.17
C -1.58 -0.34 -1.22
C -2.64 -0.16 -0.18
H -2.72 -1.47 -2.77
H -1.08 -1.91 -2.96
H -1.76 -2.60 -1.65
H -0.52 -0.60 -0.74
H -1.39 0.53 -1.93
H -2.69 -0.90 0.51
H -2.50 0.86 0.26
H -3.63 0.09 -0.61
```

* frontier orbital gap: 9.27 eV
* highest occupied orbital energy: -8.4 eV
* electronic energy: -384.5601 hartree
* SMILES string: Cc1c[nH]cn1.CCC
* energy above the lowest of the compared OMol25 structures with the same formula, charge and spin: 1.954 eV

Calculated atomic charges, method Mulliken, unit e: atom 1 (C): -1.121, atom 2 (C): 0.746, atom 3 (C): -0.630, atom 4 (N): -0.014, atom 5 (C): -0.323, atom 6 (N): -0.586, atom 7 (H): 0.226, atom 8 (H): 0.264, atom 9 (H): 0.392, atom 10 (H): 0.349, atom 11 (H): 0.272, atom 12 (H): 0.418, atom 13 (C): -1.240, atom 14 (C): 0.140, atom 15 (C): -1.103, atom 16 (H): 0.313, atom 17 (H): 0.343, atom 18 (H): 0.342, atom 19 (H): 0.018, atom 20 (H): 0.229, atom 21 (H): 0.351, atom 22 (H): 0.244, atom 23 (H): 0.371